# C26H54CrN2O32S

A molecular structure, C26H54CrN2O32S in a non-equilibrium geometry (ωB97M-V with the def2-TZVPD basis set, the OMol25 dataset).

As for the expectation value of S²: 6.010. As for the net charge: 0. As for the spin multiplicity: 5. As for the HOMO energy (alpha / beta): -8.089 / -9.241 eV. Its LUMO energy (alpha / beta) is 0.1 / 0.1 eV. For the gap between HOMO and LUMO (alpha / beta), the calculation gives 0.301 / 0.342 Ha.

```
116
C26H54CrN2O32S, DFT ωB97M-V with the def2-TZVPD basis set
Cr 2.34 -0.11 -0.29
S -0.42 0.10 0.16
O 0.67 1.07 -0.15
O -1.30 -0.06 -0.96
O 0.48 -1.09 0.29
O -1.07 0.44 1.42
C -6.56 0.50 6.56
O -6.23 0.02 5.26
C -4.98 0.19 4.88
O -4.03 0.51 5.55
O -4.91 -0.17 3.60
C -3.66 0.01 2.93
H -5.90 0.11 7.33
H -7.59 0.23 6.76
H -6.50 1.59 6.50
H -3.78 0.47 1.95
H -3.13 -0.94 2.83
H -3.04 0.63 3.56
C 2.73 3.74 0.33
O 2.95 3.94 -1.06
C 3.09 2.95 -1.86
O 2.90 1.78 -1.59
O 3.38 3.37 -3.08
C 3.55 2.41 -4.11
H 1.66 3.54 0.46
H 2.96 4.54 1.02
H 3.29 2.87 0.67
H 2.99 2.80 -4.96
H 3.10 1.45 -3.87
H 4.60 2.37 -4.40
C -0.43 1.93 -3.31
O 0.32 2.72 -4.22
C -0.10 2.64 -5.49
O -1.02 2.00 -5.89
O 0.64 3.51 -6.20
C 0.46 3.51 -7.60
H -0.67 0.93 -3.64
H -1.41 2.29 -2.98
H 0.19 1.90 -2.42
H 0.84 4.45 -8.00
H -0.57 3.32 -7.89
H 1.16 2.79 -8.03
C 4.59 -3.88 2.26
O 4.53 -2.95 1.21
C 3.56 -3.02 0.32
O 3.24 -2.11 -0.39
O 2.84 -4.12 0.41
C 1.61 -4.15 -0.31
H 4.40 -4.91 1.93
H 3.99 -3.68 3.14
H 5.61 -4.00 2.62
H 1.80 -4.12 -1.38
H 1.02 -3.25 -0.10
H 1.00 -5.00 -0.01
C 0.84 1.36 3.55
O 1.96 0.53 3.81
C 2.79 0.21 2.83
O 2.69 0.52 1.67
O 3.75 -0.59 3.28
C 3.67 -1.19 4.56
H 0.73 2.04 4.40
H -0.06 0.76 3.52
H 0.97 1.99 2.67
H 4.61 -1.71 4.69
H 2.81 -1.85 4.68
H 3.70 -0.51 5.41
C -1.55 3.54 0.24
O -2.13 4.10 -0.93
C -1.39 4.95 -1.66
O -0.31 5.37 -1.36
O -2.02 5.11 -2.80
C -1.58 6.13 -3.70
H -0.47 3.63 0.35
H -1.90 2.51 0.25
H -1.96 4.00 1.14
H -0.93 6.87 -3.24
H -2.48 6.69 -3.98
H -1.13 5.66 -4.57
C 1.26 -6.03 3.60
O 1.36 -4.66 3.22
C 0.23 -3.97 3.13
O -0.80 -4.36 2.65
O 0.43 -2.73 3.55
C -0.65 -1.85 3.82
H 2.27 -6.41 3.68
H 0.71 -6.64 2.89
H 0.77 -6.13 4.58
H -1.56 -2.43 3.99
H -0.86 -1.22 2.94
H -0.41 -1.17 4.63
C 4.46 -1.80 -3.47
O 3.18 -2.34 -3.76
C 2.12 -1.75 -3.23
O 2.13 -0.79 -2.49
O 1.05 -2.45 -3.58
C -0.19 -2.13 -2.95
H 5.13 -2.40 -4.07
H 4.75 -1.89 -2.42
H 4.50 -0.72 -3.64
H -0.11 -2.07 -1.87
H -0.87 -2.89 -3.33
H -0.62 -1.18 -3.26
C -2.71 -2.90 0.21
N -3.11 -3.86 -0.91
O -4.30 -4.06 -1.00
O -2.25 -4.44 -1.54
H -3.42 -3.07 1.01
H -2.70 -1.99 -0.38
H -1.72 -3.18 0.54
C -4.44 1.57 -1.18
N -5.31 0.40 -0.87
O -5.36 -0.56 -1.62
O -5.91 0.47 0.19
H -5.11 2.22 -1.73
H -3.54 1.22 -1.68
H -4.19 1.99 -0.21
```

=====

# C26H54F2O14

10 unconnected molecules or ions with the total composition C26H54F2O14 in a non-equilibrium geometry (ωB97M-V with the def2-TZVPD basis set, the OMol25 dataset).

The value obtained for the relative energy (zero: lowest compared OMol25 entry of this formula, charge and spin) is 3.304 eV. As for the net charge: 0. As for the spin multiplicity: 1. As for the HOMO energy: -9.253 eV. Its LUMO energy is 0.4 eV. The SMILES is O=C1OC[C@@H](F)O1.O=C1OC[C@@H](F)O1.C1CCOC1.C1CCOC1.C1CCOC1.C1CCOC1.CO.CO.CO.CO. For the gap between HOMO and LUMO, the calculation gives 0.353 Ha.

```
96
C26H54F2O14, DFT ωB97M-V with the def2-TZVPD basis set
O 7.29 -0.33 0.69
C 6.33 -1.06 0.45
O 4.98 -0.78 0.65
C 4.18 -1.93 0.50
C 5.12 -2.80 -0.38
F 4.73 -2.57 -1.57
O 6.41 -2.15 -0.20
H 3.94 -2.36 1.47
H 3.31 -1.69 -0.11
H 5.14 -3.87 -0.19
O -5.57 1.68 2.46
C -4.83 2.63 2.41
O -4.11 3.13 3.43
C -3.29 4.22 2.99
C -3.90 4.57 1.62
F -3.01 4.82 0.68
O -4.55 3.36 1.32
H -3.13 5.09 3.62
H -2.24 3.95 2.88
H -4.58 5.42 1.63
C -2.41 -3.19 -4.11
C -2.69 -1.76 -4.54
C -2.10 -1.01 -3.31
O -1.92 -1.96 -2.24
C -2.66 -3.16 -2.64
H -1.43 -3.55 -4.41
H -3.12 -3.77 -4.69
H -3.71 -1.38 -4.65
H -2.06 -1.39 -5.35
H -2.65 -0.10 -3.05
H -1.08 -0.83 -3.66
H -3.71 -2.99 -2.40
H -2.28 -4.08 -2.21
C 1.01 -3.80 4.26
C 2.25 -4.31 5.02
C 2.93 -3.00 5.47
O 2.58 -2.03 4.48
C 1.42 -2.47 3.65
H 0.22 -3.68 5.00
H 0.74 -4.40 3.39
H 2.94 -4.86 4.38
H 2.01 -5.04 5.79
H 4.01 -3.04 5.59
H 2.52 -2.64 6.41
H 1.58 -2.75 2.61
H 0.63 -1.73 3.69
C 0.55 0.40 0.63
C -0.24 0.97 -0.50
C -1.37 1.77 0.19
O -1.41 1.13 1.46
C -0.40 0.19 1.72
H 1.41 1.00 0.91
H 0.93 -0.57 0.30
H -0.65 0.18 -1.13
H 0.37 1.57 -1.17
H -2.27 1.77 -0.42
H -1.26 2.84 0.35
H -0.94 -0.75 1.65
H -0.13 0.41 2.75
C 1.91 4.07 -4.91
C 0.51 4.52 -5.41
C -0.31 3.24 -5.14
O 0.60 2.17 -4.91
C 1.76 2.79 -4.32
H 2.10 4.80 -4.12
H 2.61 4.18 -5.74
H 0.55 4.92 -6.42
H 0.21 5.38 -4.81
H -1.13 2.99 -5.81
H -0.99 3.51 -4.33
H 2.60 2.17 -4.62
H 1.59 2.59 -3.26
C -3.15 -0.36 4.00
O -2.29 -1.48 3.89
H -3.74 -0.42 3.08
H -3.62 -0.61 4.95
H -2.62 0.59 4.12
H -2.89 -2.22 3.77
C -1.77 -3.48 1.49
O -2.40 -4.18 2.48
H -0.92 -2.97 1.95
H -1.30 -4.13 0.76
H -2.43 -2.73 1.04
H -1.74 -4.78 2.83
C 1.60 5.15 0.37
O 1.58 5.70 1.65
H 1.95 4.13 0.20
H 0.62 5.08 -0.11
H 2.21 5.83 -0.22
H 0.96 5.20 2.19
C 1.55 -1.37 -3.28
O 1.22 -2.11 -2.15
H 1.37 -0.30 -3.13
H 2.61 -1.50 -3.49
H 1.09 -1.62 -4.23
H 0.28 -2.07 -1.93
```

=====

# C26H54N10O6

10 unconnected molecules or ions with the total composition C26H54N10O6 in a non-equilibrium geometry (ωB97M-V with the def2-TZVPD basis set, the OMol25 dataset).

The value obtained for the relative energy (zero: lowest compared OMol25 entry of this formula, charge and spin) is 0.000 eV. As for the net charge: 0. As for the spin multiplicity: 1. As for the HOMO energy: -9.106 eV. Its LUMO energy is 0.1 eV. The SMILES is CNC(C)=O.CNC(C)=O.CNC(C)=O.CNC(C)=O.CNC(C)=O.CNC(C)=O.CC#N.CC#N.CC#N.CC#N. For the gap between HOMO and LUMO, the calculation gives 0.338 Ha.

```
96
C26H54N10O6, DFT ωB97M-V with the def2-TZVPD basis set
C 12.94 7.19 12.73
N 13.00 8.63 12.44
C 13.82 9.12 11.45
C 13.68 10.61 11.19
O 14.43 8.43 10.70
H 12.24 7.05 13.56
H 13.95 6.87 13.00
H 12.67 6.60 11.87
H 12.35 9.18 12.97
H 13.59 11.24 12.09
H 12.80 10.84 10.63
H 14.62 10.84 10.58
C 17.63 8.70 13.10
N 16.92 8.79 14.33
C 16.12 9.81 14.71
C 15.40 9.62 16.04
O 15.97 10.81 14.01
H 17.01 8.07 12.44
H 18.52 8.12 13.13
H 17.77 9.67 12.64
H 16.93 7.93 14.88
H 15.48 8.55 16.25
H 14.38 10.02 16.06
H 15.94 10.18 16.78
C 15.33 15.88 9.85
N 15.04 16.89 10.81
C 13.94 17.73 10.72
C 13.73 18.45 12.06
O 13.26 17.91 9.73
H 15.25 14.89 10.28
H 16.33 16.05 9.47
H 14.63 15.95 9.00
H 15.42 16.75 11.75
H 12.72 18.83 12.04
H 14.24 19.36 12.16
H 13.94 17.76 12.87
C 8.51 13.53 15.93
N 8.53 14.96 15.84
C 7.82 15.74 14.99
C 6.95 15.03 13.91
O 7.85 16.99 15.06
H 7.86 13.04 16.72
H 9.49 13.13 16.14
H 8.44 13.08 15.02
H 9.12 15.56 16.44
H 6.00 14.87 14.30
H 7.30 14.00 13.75
H 6.86 15.54 12.94
C 10.07 12.16 11.21
N 10.23 13.58 11.41
C 10.55 14.02 12.67
C 10.76 15.53 12.72
O 10.60 13.27 13.65
H 10.69 11.56 11.89
H 10.27 11.98 10.17
H 9.06 11.64 11.28
H 10.37 14.21 10.69
H 10.19 15.94 13.48
H 10.53 16.04 11.81
H 11.87 15.58 12.93
C 15.65 17.19 16.34
N 15.22 16.78 17.65
C 14.26 15.90 17.90
C 13.95 15.64 19.39
O 13.64 15.26 17.07
H 15.37 18.22 16.20
H 15.17 16.67 15.56
H 16.74 16.99 16.26
H 15.66 17.17 18.48
H 14.80 15.55 20.10
H 13.27 14.83 19.50
H 13.38 16.54 19.81
C 6.55 19.31 12.91
C 7.40 18.42 12.10
N 8.02 17.68 11.46
H 7.15 19.97 13.58
H 6.01 18.54 13.52
H 5.86 19.83 12.33
C 11.56 17.25 15.68
C 12.17 18.44 16.30
N 12.55 19.37 16.88
H 10.51 17.32 15.43
H 11.70 16.39 16.28
H 12.11 17.00 14.75
C 11.39 11.74 18.27
C 12.57 11.12 18.94
N 13.43 10.58 19.51
H 11.07 11.05 17.45
H 11.80 12.59 17.76
H 10.69 12.01 19.09
C 13.63 13.29 14.89
C 14.18 14.49 14.25
N 14.50 15.47 13.75
H 14.27 12.42 14.74
H 12.62 13.06 14.51
H 13.56 13.52 15.97
```

=====

> What is the spin multiplicity in the first record?

5

=====

> Which formula does entry 2 have?

C26H54F2O14